The following is a DFT calculation (ωB97M-V with the def2-TZVPD basis set) of an isolated ion of composition C3H3N2O2 and charge -1.

Each line ends with the Mulliken charge.
Cartesian coordinates (Å):
O (2.3320, 1.4338, 0.4075)  -0.652
C (1.8406, 0.4379, -0.0615)  0.079
N (0.6097, 0.1611, 0.1137)  0.011
N (-0.1402, -0.9329, -0.5669)  -0.335
C (-1.5204, -0.6458, -0.3993)  -0.916
C (-2.3027, 0.0978, 0.2553)  0.742
O (-3.1371, 0.8197, 0.6786)  -0.655
H (2.3903, -0.3004, -0.6462)  0.330
H (-0.2133, 0.7524, 0.3279)  0.155
H (0.1411, -1.8235, -0.1090)  0.242

Properties
Orbital gap in hartree: 0.2409
Energy relative to the best compared isomer or geometry (same formula, charge and spin) in eV: 3.512
Maximum force in eV/A: 5.84
LUMO level in eV: 4.01
SMILES string: O=CNNC#C[O-]
Multiplicity: 1
HOMO in eV: -2.55
Charge: -1

The following is a DFT calculation (ωB97M-V with the def2-TZVPD basis set) of an isolated ion of composition C3H3N2O2 and charge -1.

Each line ends with the Mulliken charge.
Cartesian coordinates (Å):
C (0.3330, -0.0627, -0.3696)  -0.681
C (0.3947, 1.2658, -1.9872)  0.373
C (-0.3119, 1.1913, -0.8622)  0.551
N (0.0817, -1.4467, 1.6133)  -0.847
N (-0.2438, -0.3292, 0.8060)  0.141
O (1.1549, 1.1092, -2.9056)  -0.536
O (-1.2391, 1.8487, -0.2883)  -0.908
H (-0.2931, -2.2962, 1.1781)  0.247
H (1.0964, -1.5536, 1.6083)  0.302
H (-0.9728, 0.2735, 1.2073)  0.358

Properties
Orbital gap in hartree: 0.2425
Energy relative to the best compared isomer or geometry (same formula, charge and spin) in eV: 4.197
Maximum force in eV/A: 3.26
LUMO level in eV: 4.31
Multiplicity: 1
HOMO in eV: -2.28
Charge: -1

The following is a DFT calculation (ωB97M-V with the def2-TZVPD basis set) of an isolated ion of composition C3H3N2O2S and charge -1.

Each line ends with the Mulliken charge.
Cartesian coordinates (Å):
N (0.2948, -0.2064, 2.1769)  -0.400
C (-0.3805, 0.0379, 0.9918)  -0.405
S (-0.9800, -1.4069, -0.0032)  -0.206
C (-0.5815, -0.6528, -1.5653)  0.344
O (-0.8055, -1.1888, -2.6814)  -0.662
N (-0.0378, 0.5871, -1.3904)  -0.034
C (0.2983, 1.0400, -0.0952)  0.336
O (0.9013, 2.0665, 0.0995)  -0.657
H (1.2131, -0.3888, 2.1001)  0.153
H (-0.3176, -0.9023, 2.5299)  0.291
H (0.3955, 1.0143, -2.1626)  0.239

Properties
Orbital gap in hartree: 0.2034
Energy relative to the best compared isomer or geometry (same formula, charge and spin) in eV: 1.252
Maximum force in eV/A: 6.36
LUMO level in eV: 3.55
SMILES string: Nc1sc(=O)[nH]c1[O-]
Multiplicity: 1
HOMO in eV: -1.98
Charge: -1

The following is a DFT calculation (ωB97M-V with the def2-TZVPD basis set) of an isolated ion of composition C3H3N2O3 and charge -1.

Each line ends with the Mulliken charge.
Cartesian coordinates (Å):
O (0.4320, 1.9186, 1.5254)  -0.639
C (0.3665, 0.9053, 0.8512)  0.322
N (1.0363, 0.5999, -0.2780)  -0.318
C (0.1786, -0.2622, -1.2447)  0.137
O (-0.5105, 0.3742, -1.9978)  -0.695
N (-0.7076, -0.9820, 0.0539)  -0.253
C (-0.5454, -0.3693, 1.2525)  0.407
O (-0.7859, -0.8960, 2.3174)  -0.678
H (1.1930, 1.3823, -0.8307)  0.267
H (0.8873, -1.1040, -1.6292)  0.265
H (-1.5443, -1.5668, -0.0199)  0.186

Properties
Orbital gap in hartree: 0.3287
Energy relative to the best compared isomer or geometry (same formula, charge and spin) in eV: 0.902
Maximum force in eV/A: 4.06
LUMO level in eV: 4.30
SMILES string: O=C1NC([O-])NC1=O
Multiplicity: 1
HOMO in eV: -4.64
Charge: -1

> HOMO of number 2 (C3H3N2O2)?

-2.28 eV

Please write out number 4 again, unchanged.
The following is a DFT calculation (ωB97M-V with the def2-TZVPD basis set) of an isolated ion of composition C3H3N2O3 and charge -1.

Each line ends with the Mulliken charge.
Cartesian coordinates (Å):
O (0.4320, 1.9186, 1.5254)  -0.639
C (0.3665, 0.9053, 0.8512)  0.322
N (1.0363, 0.5999, -0.2780)  -0.318
C (0.1786, -0.2622, -1.2447)  0.137
O (-0.5105, 0.3742, -1.9978)  -0.695
N (-0.7076, -0.9820, 0.0539)  -0.253
C (-0.5454, -0.3693, 1.2525)  0.407
O (-0.7859, -0.8960, 2.3174)  -0.678
H (1.1930, 1.3823, -0.8307)  0.267
H (0.8873, -1.1040, -1.6292)  0.265
H (-1.5443, -1.5668, -0.0199)  0.186

Properties
Orbital gap in hartree: 0.3287
Energy relative to the best compared isomer or geometry (same formula, charge and spin) in eV: 0.902
Maximum force in eV/A: 4.06
LUMO level in eV: 4.30
SMILES string: O=C1NC([O-])NC1=O
Multiplicity: 1
HOMO in eV: -4.64
Charge: -1

> Among the records above, which one has the lowest HOMO?

C3H3N2O3

> Number 2 is which compound?

C3H3N2O2